Molecular formula: C31H22F10N3Zn
Method: DFT, wB97M-V/def2-TZVPD

The geometry in ORCA input format:
```
! wB97M-V def2-TZVPD RIJCOSX def2/J DEFGRID3
* xyz -1 1
Zn 1.311 -0.499 -0.076
C 4.281 -1.877 -1.416
N 3.696 -1.039 -0.368
C 4.250 0.282 -0.412
C 3.333 1.472 0.092
N 1.992 1.325 -0.580
C 1.239 2.429 -0.744
C 1.110 3.553 0.101
F 1.759 3.658 1.285
C 0.116 4.531 -0.135
F 0.062 5.600 0.711
C -0.702 4.552 -1.276
F -1.532 5.578 -1.611
C -0.543 3.403 -2.113
F -1.249 3.322 -3.283
C 0.379 2.432 -1.860
F 0.587 1.505 -2.813
C 3.921 -1.756 0.877
C 3.183 -1.060 2.041
N 1.766 -1.070 1.718
C 0.964 -1.100 2.804
C 1.153 -0.334 3.975
F 2.354 0.167 4.289
C 0.201 -0.236 4.955
F 0.508 0.484 6.028
C -0.998 -0.872 4.828
F -1.972 -0.644 5.707
C -1.212 -1.735 3.734
F -2.380 -2.367 3.614
C -0.270 -1.802 2.750
F -0.469 -2.707 1.799
H 5.376 -1.944 -1.323
H 4.064 -1.463 -2.401
H 3.851 -2.886 -1.391
H 4.385 0.563 -1.437
H 5.231 0.375 0.146
H 3.930 2.395 -0.095
H 3.310 1.477 1.197
H 5.019 -1.732 1.138
H 3.529 -2.808 0.925
H 3.610 -0.032 2.152
H 3.287 -1.721 2.889
C -5.678 1.099 -0.354
C -4.856 1.082 -1.477
C -3.538 0.681 -1.408
C -2.950 0.302 -0.226
C -3.801 0.311 0.887
C -5.156 0.650 0.838
C -1.471 0.019 -0.016
C -0.588 -0.771 -0.657
C -1.105 -1.578 -1.764
C -0.699 -1.246 -3.072
C -1.277 -1.873 -4.188
C -2.208 -2.892 -3.906
C -2.598 -3.247 -2.637
C -2.089 -2.557 -1.606
H -6.746 1.526 -0.428
H -5.260 1.418 -2.437
H -2.881 0.670 -2.300
H -3.349 0.123 1.855
H -5.702 0.713 1.774
H -1.185 0.542 0.890
H 0.009 -0.498 -3.226
H -1.008 -1.628 -5.165
H -2.632 -3.359 -4.784
H -3.316 -4.004 -2.461
H -2.344 -2.902 -0.552
*
```

Results
Molecular weight: 691.908 g mol⁻¹
Frontier orbital gap: 6.9 eV
DFT total energy: -4136.69966 hartree